Record 1
Molecular formula: C31H80N5O17
Method: DFT, ωB97M-V with the def2-TZVPD basis set

Computed properties:
Kohn-Sham gap, eV: 5.9
Total charge: -1
LUMO level, eV: 1.84
HOMO energy, hartree: -0.150
Calculated total energy, eV: -75688.3165
Multiplicity: 1
F_max, eV/Å: 5.22

```
133
Properties=species:S:1:pos:R:3:forces:R:3
O 5.331403 7.036095 -8.842201 3.4 0.0 1.5
O 6.764796 -7.411397 -2.621860 0.0 -1.8 0.8
O 6.922284 -0.257294 -10.500379 -0.4 -0.3 0.7
O 7.077759 -0.170672 -1.571626 1.6 3.3 -3.7
O 7.810730 4.773335 1.516006 0.9 0.6 -1.8
O -3.069012 -1.317350 -8.292820 -0.8 -1.1 1.3
O 7.165157 6.574182 -7.513774 2.0 -0.1 2.1
O 7.236975 -2.094227 -0.789618 1.1 -3.3 -0.3
O 13.069122 -5.696100 1.529412 -0.5 1.7 1.1
O 12.209451 -1.954905 -5.154248 -0.5 0.3 -0.3
O -1.009064 2.376377 -4.670557 -1.4 -0.1 1.9
O 9.854329 1.254624 -15.940422 1.0 0.8 -0.5
O 7.522542 7.463515 -9.353635 -0.1 -0.2 -0.9
O 5.705569 -0.811110 -0.181876 -4.3 0.4 2.4
O 0.140092 -0.764104 12.606418 0.7 0.3 -1.2
O 1.586572 -1.145960 7.119506 -0.4 0.2 1.1
O 14.372724 0.686840 2.311439 0.9 1.1 0.5
N 12.763133 -2.597176 1.379026 1.6 0.6 0.4
N -1.054841 1.180215 -7.470394 0.7 0.6 0.0
N 8.289191 1.106745 -12.714267 1.3 0.8 -0.3
N 0.070387 -1.101469 9.509338 -1.4 0.9 0.0
N 6.628664 -1.046662 -0.899860 1.6 -0.4 1.6
C 1.415593 0.102554 6.544495 0.8 1.0 -0.8
C 10.862825 -2.080021 -4.668897 0.3 -1.1 0.2
C -1.069722 2.592813 -7.167744 0.3 0.0 1.7
C 12.551274 -6.878660 1.086949 0.1 -2.3 -0.1
C -0.785321 -0.187836 10.414210 1.8 -0.8 -1.8
C 0.496918 -0.325297 13.876949 -0.5 0.6 1.1
C 13.009070 -1.102315 1.429938 -0.6 -0.8 2.1
C 14.254091 -0.684669 2.317158 -1.5 -2.1 -1.4
C 9.027720 0.601559 -14.994052 -1.8 -0.3 -1.6
C -0.375848 2.905023 -5.797371 0.4 -1.2 -1.0
C -0.128835 2.198992 -3.510333 0.5 -0.8 -1.9
C -0.603788 -1.403087 8.212112 -0.6 0.7 1.4
C -0.000961 0.316257 11.639271 -1.8 -1.4 0.8
C 9.451310 0.735211 -13.568806 -0.7 -0.5 0.5
C 8.702257 1.238214 -11.335198 -0.8 -0.7 0.2
C 9.367979 1.517122 -17.282057 -0.3 -0.8 1.1
C 6.557251 7.035033 -8.539088 -3.5 0.3 -3.1
C 7.359722 5.167096 2.763570 -0.3 -0.9 0.6
C 7.174038 7.833670 -10.716026 1.2 1.5 0.3
C -2.792742 -1.791346 -6.981584 -0.8 0.3 0.3
C -2.090284 -0.592769 -8.885904 1.6 1.8 -2.0
C 13.919370 -3.418480 0.899525 -2.1 -0.3 -0.1
C 5.996490 -0.508291 -9.406044 -0.2 0.3 -0.6
C -1.949943 0.943964 -8.582977 -0.2 -1.9 0.6
C 6.469036 6.059840 -6.402190 -2.5 -0.4 -0.8
C 7.515093 1.026883 -10.373705 1.0 1.0 -0.1
C 0.394421 -1.940224 7.289306 2.7 -1.0 -1.4
C 6.091093 -7.599830 -3.863235 0.2 1.9 0.2
C 15.458844 1.144370 3.120892 0.0 0.6 -0.6
C 13.451306 -4.862029 0.480956 0.9 1.2 -0.5
C 8.510734 7.713640 -11.550003 -1.0 -0.5 1.1
H -3.075748 -1.020869 -6.264391 -0.1 0.0 0.2
H -2.263120 -0.663293 -9.959804 -0.4 0.0 -0.2
H 15.678664 2.179759 2.860590 -0.5 0.2 0.0
H -1.752261 -0.658472 10.592080 0.3 -0.4 0.7
H 7.495384 0.487375 -12.793898 0.3 -0.4 -0.2
H 0.760030 -0.486381 9.101709 0.9 0.2 0.8
H 12.175785 -6.910701 0.064159 -0.1 0.5 -0.2
H 12.350712 -1.048220 -5.436334 0.0 0.1 0.1
H 6.229030 7.403571 -11.047801 0.5 -0.8 -0.1
H 0.573046 1.416206 -3.797925 0.5 0.0 -0.2
H 14.257315 -5.378915 -0.039902 0.5 0.2 -0.3
H 8.840813 6.674851 -11.558208 -0.3 -0.1 -0.5
H 0.711307 0.812689 6.977841 -0.3 -0.2 0.7
H 10.804450 -1.780830 -3.622387 -0.2 0.3 -0.1
H 5.282045 0.310124 -9.317360 0.3 0.5 0.2
H 12.953514 -0.502108 0.521764 0.4 -0.4 -0.5
H 6.007308 5.154197 -6.795544 0.2 -0.5 0.7
H 9.773373 -0.215715 -13.144423 0.8 -0.1 -0.3
H -2.118705 2.887677 -7.139524 -0.1 0.8 -0.1
H -1.261239 0.722755 -6.593903 -0.5 -0.6 -0.2
H 12.645031 -4.792961 -0.249280 -0.3 0.3 -0.1
H 7.032931 5.908637 -5.481724 0.4 0.2 -0.7
H -1.771764 -2.083194 -6.735552 0.4 0.1 -0.7
H 10.259964 1.465010 -13.608635 -0.1 0.2 0.8
H -0.683756 1.034681 12.092862 0.0 0.4 0.2
H -3.422135 -2.665732 -6.816054 -0.1 0.1 0.0
H 10.652570 -3.148673 -4.712171 0.1 -0.1 0.2
H 12.146087 -0.813117 2.029710 -0.1 0.6 -0.2
H -1.406956 -2.122798 8.370291 -0.2 0.1 -0.2
H -0.315498 0.276078 14.284907 -0.2 0.4 0.1
H 0.518816 2.282987 -5.824934 1.0 0.8 -0.5
H 5.596361 6.695940 -6.254127 0.1 0.2 0.5
H 8.025417 1.029537 -15.011611 -0.3 0.4 -0.3
H 8.436784 8.147207 -12.547326 -0.2 -0.2 0.1
H 2.401245 0.566479 6.581321 0.0 0.1 0.1
H -0.494202 3.118713 -7.929533 -0.2 0.3 -0.1
H 14.099140 -1.095438 3.314836 0.0 0.0 0.3
H 16.416578 0.673707 2.898789 -0.1 -0.7 -0.1
H 11.770311 -7.307089 1.715151 -0.2 0.6 0.3
H 9.929773 2.264140 -17.842817 0.5 0.2 0.8
H 15.266300 1.101171 4.192881 -0.2 -0.3 0.1
H 5.322607 -1.347448 -9.578598 0.6 -0.4 -0.7
H 0.935009 0.835831 11.434040 0.2 -0.3 -0.3
H -2.933938 1.384817 -8.423290 -0.5 -0.1 0.2
H 0.847074 -2.846612 7.691369 -0.4 -0.3 -0.1
H -0.955867 -0.474541 7.762703 -0.8 0.2 0.0
H 0.122848 -2.088076 6.244076 -1.1 -0.4 0.2
H 0.618745 -1.118455 14.614618 -0.1 -0.6 -0.6
H 9.461207 0.621855 -17.896826 -0.4 -0.3 0.1
H 8.029198 1.133718 -9.418512 -0.6 0.1 0.6
H 13.334454 -7.634335 1.147498 0.3 -0.3 -0.3
H -0.219233 3.981214 -5.724075 0.3 0.1 0.1
H 6.931740 -6.484256 -2.437099 -0.3 0.0 -0.3
H 7.692272 3.833934 1.357595 -0.1 0.0 0.2
H 1.148655 0.101457 5.487682 -0.2 -0.5 -0.3
H 6.777296 1.813415 -10.532116 -0.3 0.0 0.2
H -1.112279 -1.065202 -8.794163 0.3 0.0 0.5
H 9.327742 8.205030 -11.021668 -0.3 0.4 0.1
H 11.924413 -2.790644 0.850616 0.0 0.1 -0.1
H -1.066678 0.667978 9.800590 0.1 0.6 0.1
H 0.467044 3.089147 -3.308715 -0.4 0.2 0.3
H 1.405676 0.265349 13.992674 0.3 0.2 -0.7
H 7.097734 6.224327 2.805117 -0.1 -0.1 -0.4
H 10.059733 -1.663733 -5.277052 0.4 0.7 -0.1
H 8.147210 5.008473 3.500324 -0.1 -0.1 0.4
H -1.573988 1.457985 -9.467597 0.4 -0.1 -0.1
H 6.175706 -8.555313 -4.380892 0.9 -0.2 0.6
H 14.273600 -2.855250 0.036160 0.8 -0.6 -0.4
H 14.676031 -3.487755 1.681028 0.0 0.0 -0.1
H 8.339594 1.872389 -17.216367 -0.2 -0.2 -0.2
H -0.576150 1.728675 -2.634646 -0.9 0.8 -0.2
H 9.283886 2.157455 -11.265944 -0.7 0.7 0.6
H 6.502254 4.520626 2.950450 -0.3 0.5 0.9
H 9.438640 0.552967 -10.915337 0.3 -1.1 -0.8
H 6.560197 -6.779847 -4.406976 -0.8 -0.3 -1.3
H 6.472013 -0.696764 -8.443522 0.4 0.3 -0.1
H 6.918783 8.889236 -10.622624 0.1 0.3 -0.3
H 15.104165 -1.202891 1.873395 0.6 0.2 0.1
H 5.012635 -7.471273 -3.771004 -0.1 0.4 0.1
H 8.841534 -0.435252 -15.274120 0.4 -0.4 -0.1
```
Positions in Å, forces in eV/Å.

Record 2
Molecular formula: C13H32BClIO6S2
Method: DFT, ωB97M-V with the def2-TZVPD basis set

Computed properties:
Kohn-Sham gap, eV: 6.8
Total charge: -1
LUMO level, eV: 2.03
HOMO energy, hartree: -0.175
Calculated total energy, eV: -69257.1364
Multiplicity: 1
F_max, eV/Å: 0.20

```
56
Properties=species:S:1:pos:R:3:forces:R:3
I 1.442844 -3.003324 -3.134675 0.0 0.0 -0.2
Cl 1.612813 -3.633362 0.163098 -0.1 0.0 0.1
S -3.693582 0.119212 6.880489 0.0 0.0 0.0
S 1.907620 2.086169 -5.909488 0.0 0.0 0.0
O 1.045342 1.155795 -6.567121 -0.1 0.0 0.0
O -3.429192 1.513609 6.701914 0.0 0.1 0.0
O 3.316233 2.123000 -6.643142 0.0 -0.1 -0.1
O -2.359504 -0.654485 7.213706 0.1 0.1 0.0
O 2.130073 1.978416 -4.502624 0.0 0.0 0.1
O -4.410505 -0.587417 5.863695 0.0 0.0 0.0
C -0.555055 -0.163404 1.404874 0.0 -0.1 0.1
C -1.472450 -2.413049 0.817581 0.0 0.0 0.1
C 1.384216 3.718199 -6.308753 0.0 0.0 0.0
C 0.324745 -0.339126 -2.344795 -0.1 0.0 0.0
C -1.483098 -1.038246 6.110060 0.1 -0.2 -0.1
C -0.901921 0.483167 -1.911130 -0.1 0.0 0.0
C -4.478665 -0.115567 8.438685 0.0 0.0 0.0
C 4.256591 1.075037 -6.264194 0.1 0.0 0.1
C 0.306068 -1.751214 -1.746486 0.1 0.0 0.1
C 0.574017 0.857521 1.313098 0.0 0.1 0.0
C -0.184364 -1.607721 1.009343 -0.1 0.1 -0.1
C -0.718249 0.125854 5.531116 0.0 0.1 0.0
C 3.880704 -0.285342 -6.805200 -0.1 0.0 0.0
B 0.903963 -1.845669 -0.200220 0.0 0.0 -0.2
H -4.661493 -1.176331 8.583255 0.0 0.0 0.0
H 4.335499 1.066091 -5.176986 0.0 0.0 0.0
H -0.696742 -2.167939 -1.869270 0.1 -0.1 0.0
H -0.000206 -0.256120 4.804451 0.0 0.0 0.0
H -1.412254 0.023795 -1.064188 0.1 0.0 -0.1
H -2.117544 -2.369282 1.705687 0.0 0.0 0.0
H 0.329759 -0.383238 -3.433434 0.0 0.0 0.0
H 0.312804 -2.025508 1.893998 0.1 0.0 -0.1
H -1.629064 0.549353 -2.723703 0.0 0.0 0.0
H -0.183089 0.668178 6.310880 0.0 0.0 0.0
H 4.683572 -0.985603 -6.571301 0.0 0.0 0.0
H -3.834974 0.287415 9.215593 0.0 0.0 0.0
H -0.641286 1.503237 -1.620033 0.0 0.0 0.0
H 5.199732 1.426902 -6.677505 0.0 0.0 0.0
H 2.053217 4.429754 -5.833562 0.0 0.0 0.0
H 0.333952 1.759422 1.885727 0.0 0.0 0.0
H -1.376655 0.825465 5.018646 0.0 0.0 0.0
H 1.861950 -1.099908 -0.127255 0.0 -0.1 0.0
H -2.079185 -1.552389 5.356261 -0.1 0.0 0.0
H -0.911871 -0.181066 2.445371 -0.1 0.0 0.0
H -2.062901 -2.022488 -0.018647 0.0 0.0 0.0
H 1.503661 0.440959 1.706599 0.0 0.0 0.0
H -5.415079 0.436289 8.394684 0.0 0.0 0.0
H 3.747402 -0.248046 -7.886752 0.0 0.0 0.0
H 0.775142 1.153623 0.281493 0.0 -0.1 0.0
H 0.375077 3.812945 -5.913465 0.0 0.0 0.0
H 1.253979 0.156814 -2.055350 0.0 0.0 0.0
H -0.817369 -1.763281 6.572570 0.0 0.0 0.0
H 2.962845 -0.657839 -6.354073 0.0 0.0 0.0
H -1.420854 0.180343 0.828844 0.1 0.1 0.0
H 1.383032 3.830156 -7.389483 0.0 0.0 0.0
H -1.249697 -3.459760 0.601114 0.0 0.0 0.0
```
Positions in Å, forces in eV/Å.

Record 3
Molecular formula: C4H2BrNS
Method: DFT, ωB97M-V with the def2-TZVPD basis set

Computed properties:
Kohn-Sham gap, eV: 7.9
ΔE to the lowest compared entry with this formula, charge and spin, eV: 4.607
LUMO level, eV: -0.60
HOMO energy, hartree: -0.313
Calculated total energy, eV: -86540.8062
Multiplicity: 1
F_max, eV/Å: 3.29

```
9
Properties=species:S:1:pos:R:3:forces:R:3
Br 2.032270 1.628428 1.177655 1.1 1.7 1.8
S -1.681187 0.800017 0.320708 -1.2 0.6 0.4
N 0.256434 -0.634533 -1.376764 1.3 -1.6 -1.6
C 1.313650 0.633713 -0.062761 0.0 -1.9 -2.1
C -0.967087 -0.440519 0.926899 1.2 -0.9 -0.4
C 0.414016 0.709099 -1.108791 0.6 0.9 0.9
C 0.685577 -0.635329 -0.033892 -2.6 1.4 1.5
H -1.380794 -1.115577 1.691270 0.7 0.2 -0.3
H -0.672879 -0.945299 -1.534325 -0.9 -0.3 -0.3
```
Positions in Å, forces in eV/Å.

Record 4
Molecular formula: C2HCl2FS
Method: DFT, ωB97M-V with the def2-TZVPD basis set

Computed properties:
Kohn-Sham gap, eV: 8.1
ΔE to the lowest compared entry with this formula, charge and spin, eV: 1.191
LUMO level, eV: -1.77
HOMO energy, hartree: -0.363
Calculated total energy, eV: -40685.9447
Multiplicity: 1
F_max, eV/Å: 4.13

```
7
Properties=species:S:1:pos:R:3:forces:R:3
Cl -1.293420 -1.034809 -1.184425 1.0 0.1 0.0
Cl -0.615099 1.712221 -0.884455 0.3 0.9 0.1
S 2.233408 -0.033649 -0.623839 -2.9 -0.8 2.8
F -1.547424 0.146551 0.954839 2.6 0.8 -0.9
C -0.512702 0.211523 -0.099392 -2.2 -2.4 1.3
C 0.906228 -0.277864 0.414152 0.7 1.4 -2.7
H 0.829010 -0.723971 1.423123 0.5 0.1 -0.7
```
Positions in Å, forces in eV/Å.

Record 5
Molecular formula: C3H5O4Sr
Method: DFT, ωB97M-V with the def2-TZVPD basis set

Computed properties:
Kohn-Sham gap, eV: 8.6
ΔE to the lowest compared entry with this formula, charge and spin, eV: 1.495
Total charge: +1
LUMO level, eV: -4.83
HOMO energy, hartree: -0.494
Calculated total energy, eV: -12212.0336
Multiplicity: 1
F_max, eV/Å: 4.11

```
13
Properties=species:S:1:pos:R:3:forces:R:3
Sr 3.878356 -0.102943 0.245214 -1.7 0.0 -0.1
O 1.712127 0.338742 1.209049 0.2 -0.2 -1.4
O 0.008119 -0.982079 0.628733 0.6 -0.1 -0.8
O 2.074822 -0.355057 -1.127739 0.2 0.3 -0.1
O -0.078598 1.158166 0.104475 1.1 -0.2 -0.9
C -1.446809 0.730247 0.096651 -0.3 -0.1 -0.3
C 0.735471 0.127685 0.414169 -0.3 0.6 4.1
C -1.324422 -0.791376 0.142850 -0.3 -0.2 -0.2
H 1.767671 0.150205 -1.883506 0.0 -0.2 -0.3
H -2.015112 -1.257817 0.852152 0.2 0.1 -0.2
H -1.430970 -1.262256 -0.842258 0.1 0.1 0.2
H -1.955604 1.144164 0.975169 0.3 0.0 -0.2
H -1.925045 1.102315 -0.814965 0.1 -0.1 0.2
```
Positions in Å, forces in eV/Å.

Record 6
Molecular formula: C11H18Cl2N3OS
Method: DFT, ωB97M-V with the def2-TZVPD basis set

Computed properties:
Kohn-Sham gap, eV: 7.0
Total charge: +1
LUMO level, eV: -4.77
HOMO energy, hartree: -0.432
Calculated total energy, eV: -54086.9651
Multiplicity: 1
F_max, eV/Å: 2.74

```
36
Properties=species:S:1:pos:R:3:forces:R:3
Cl 1.235920 3.917791 -2.389379 0.0 0.0 0.1
Cl -1.297630 3.375948 -0.191302 -0.2 0.2 0.0
S 1.976793 -1.132274 3.184821 0.2 0.1 0.5
O -1.101336 -1.578603 -2.463909 -0.4 0.2 0.1
N -0.823664 -1.102525 0.648383 -1.9 0.3 -1.9
N 0.774225 -0.818915 2.007830 0.8 -0.9 0.8
N 2.947656 1.161847 -0.032762 0.5 -0.2 0.5
C -1.257016 -2.437858 -1.351167 0.5 0.2 0.2
C -0.451974 0.218235 0.499174 1.1 -0.8 1.2
C -0.582413 -4.183216 1.167333 -0.3 0.1 0.0
C -0.186592 -3.124145 1.963138 -0.1 -0.5 -0.1
C 0.564405 0.378833 1.388535 -0.7 1.9 -1.2
C -0.435417 3.451914 -2.787019 0.0 0.0 -0.1
C 1.280716 1.676391 1.592461 1.2 -0.8 1.0
C 2.748323 1.486671 1.175905 -0.6 0.2 -0.5
C -1.914745 -1.651781 -0.199171 1.1 -0.7 0.2
C -1.433135 4.063519 -1.837287 -0.1 0.1 -0.3
C -0.105375 -1.757100 1.545792 -1.6 1.2 0.4
H -2.453039 -0.801858 -0.608244 -0.3 -0.1 0.2
H -2.445942 3.863104 -2.182427 0.0 -0.1 0.0
H -0.491694 2.365162 -2.781960 0.0 0.0 0.0
H 0.848382 2.465635 0.986527 -0.2 -0.2 -0.2
H 3.558363 1.632323 1.895153 -0.2 0.1 0.1
H -0.270436 -1.775003 -2.903168 0.0 0.0 -0.1
H -1.802745 -3.355735 -1.585169 -0.1 0.2 -0.2
H -0.247197 -2.710817 -1.017779 -0.2 -0.4 0.1
H -0.871271 0.952567 -0.176963 -0.1 -0.5 0.1
H 1.188661 1.970665 2.642898 0.2 0.0 -0.1
H 2.971902 -1.625190 2.406216 -0.4 0.2 -0.2
H 3.954362 1.050523 -0.169495 -0.1 0.1 -0.3
H -0.633506 3.800858 -3.799060 0.0 0.1 0.0
H 0.053643 -3.332832 3.007004 2.1 -0.1 -0.6
H 0.125499 -4.954135 0.859838 -0.4 -1.0 1.8
H -1.602970 -4.341790 0.817964 0.5 1.0 -1.5
H -1.305402 5.139931 -1.759452 0.1 0.0 0.1
H -2.515347 -2.288139 0.446742 -0.3 0.2 -0.2
```
Positions in Å, forces in eV/Å.

Record 7
Molecular formula: C3H9NO2S
Method: DFT, ωB97M-V with the def2-TZVPD basis set

Computed properties:
Kohn-Sham gap, eV: 9.8
ΔE to the lowest compared entry with this formula, charge and spin, eV: 4.327
LUMO level, eV: 0.71
HOMO energy, hartree: -0.333
Calculated total energy, eV: -19674.0861
Multiplicity: 1
F_max, eV/Å: 4.61

```
16
Properties=species:S:1:pos:R:3:forces:R:3
S -0.049124 1.903930 0.037599 -0.1 0.4 0.1
O -2.087667 -0.163735 1.028319 0.8 1.7 -2.6
O 1.517547 -0.150890 -0.166884 0.1 -0.7 0.4
N 2.204821 0.091968 1.096387 -4.5 -1.0 0.1
C -0.389680 -0.220009 -1.696673 1.8 -0.3 2.5
C -0.740344 -0.639643 0.859303 0.4 -3.0 1.5
C 0.102407 0.056241 -0.173956 -0.4 1.8 -1.3
H 2.595866 -0.761808 1.368096 0.5 -1.7 0.2
H -0.597919 -1.222105 -1.979517 0.1 -1.3 0.3
H -0.260109 -0.829450 1.894555 -0.6 1.2 -1.6
H -0.758477 -1.686981 0.457947 -0.4 0.5 0.3
H -1.379158 2.015605 0.286499 0.6 0.0 0.0
H -2.219894 0.490895 0.236408 0.0 -2.0 2.3
H 2.911309 0.689964 0.910297 2.6 2.5 -1.2
H 0.425175 0.123641 -2.290377 0.3 0.6 -0.7
H -1.274760 0.302371 -1.867999 -1.3 1.2 -0.3
```
Positions in Å, forces in eV/Å.